1.
{"formula": "C15H26Cl2F5O6V", "method": "ωB97M-V with the def2-TZVPD basis set", "spin_multiplicity": 4, "homo_ev": [-10.519, -10.545], "gap_ev": [8.41, 8.44], "e_lumo_ev": [-2.1, -2.1], "s_squared": 3.753, "charge": 1, "species": ["V", "C", "C", "O", "C", "C", "O", "C", "C", "O", "C", "C", "O", "C", "C", "O", "C", "C", "O", "H", "H", "H", "H", "H", "H", "H", "H", "H", "H", "H", "H", "H", "H", "H", "H", "H", "H", "H", "H", "H", "H", "H", "H", "F", "C", "F", "C", "F", "F", "F", "Cl", "C", "Cl", "H", "H"], "xyz": [[-0.26002, -0.45599, 0.25577], [-2.06103, -0.69834, 2.63747], [-2.71981, 0.45654, 1.93498], [-1.73774, 1.04013, 1.06394], [-2.31475, 1.78666, -0.02025], [-2.73039, 0.82824, -1.11692], [-1.64906, -0.08042, -1.34614], [-1.13214, -0.18314, -2.68621], [0.12884, 0.64544, -2.76778], [0.87542, 0.34153, -1.59510], [2.20436, 0.85082, -1.62342], [2.82393, 0.51251, -0.29725], [1.93211, 1.02076, 0.69374], [2.37717, 0.82664, 2.02608], [2.20916, -0.61417, 2.44649], [0.86633, -0.98510, 2.14072], [0.50499, -2.24755, 2.71772], [-0.82319, -2.69299, 2.10811], [-1.54712, -1.55256, 1.61264], [-2.79158, -1.24334, 3.23984], [-1.25111, -0.34445, 3.28004], [-3.06158, 1.20109, 2.65650], [-3.57147, 0.10315, 1.35090], [-1.53241, 2.45435, -0.36632], [-3.16002, 2.38034, 0.33330], [-2.96754, 1.38060, -2.02656], [-3.60448, 0.24177, -0.82775], [-1.87859, 0.16086, -3.40133], [-0.92218, -1.23542, -2.85450], [-0.08606, 1.72032, -2.79696], [0.70192, 0.36938, -3.65698], [2.17495, 1.93357, -1.77090], [2.76250, 0.38063, -2.43715], [3.80674, 0.98307, -0.20282], [2.92967, -0.57221, -0.20410], [1.75235, 1.47070, 2.64491], [3.42068, 1.13422, 2.14216], [2.38462, -0.71027, 3.52168], [2.89271, -1.28805, 1.92243], [0.44996, -2.11870, 3.80214], [1.26897, -2.99440, 2.48863], [-1.43377, -3.22046, 2.84256], [-0.65209, -3.33502, 1.24386], [0.84541, -2.08682, -0.31402], [0.23828, -3.44550, -0.87620], [-0.95876, -2.93948, -1.36560], [1.14031, -3.52533, -2.10749], [0.77994, -4.56300, -2.86375], [1.10654, -2.42458, -2.91699], [2.41875, -3.68367, -1.74124], [0.68238, 3.89740, -0.32166], [0.02252, 5.14867, -1.39171], [-1.33025, 4.54068, -2.35993], [0.80835, 5.46140, -2.06778], [-0.33276, 5.96953, -0.78180]]}

***

2.
{"formula": "C15H26Cl2F7N4O2P", "method": "ωB97M-V with the def2-TZVPD basis set", "spin_multiplicity": 1, "homo_ev": -9.593, "gap_ev": 8.90, "e_lumo_ev": -0.7, "species": ["C", "C", "C", "F", "N", "C", "N", "C", "C", "Cl", "C", "C", "Cl", "N", "C", "C", "C", "O", "N", "C", "C", "C", "O", "C", "H", "H", "H", "H", "H", "H", "H", "H", "H", "H", "H", "H", "H", "H", "H", "H", "H", "H", "H", "H", "H", "H", "H", "H", "H", "H", "F", "P", "F", "F", "F", "F", "F"], "xyz": [[0.43136, -5.66243, -2.92910], [0.81185, -5.59971, -1.40340], [1.38058, -4.21643, -1.02993], [2.58320, -4.34179, -0.38565], [0.44230, -3.54362, -0.14695], [0.46387, -2.22407, 0.03388], [1.34512, -1.40851, -0.57825], [1.01087, -0.21382, -0.14806], [1.74927, 0.95232, -0.68450], [3.24848, 1.55667, -0.06181], [1.21693, 1.51601, -1.74740], [1.76743, 2.66618, -2.52239], [-0.30905, 0.83787, -2.35435], [0.00205, -0.20302, 0.71739], [-0.67233, 0.86105, 1.46505], [0.27118, 1.81010, 2.31095], [0.30402, 3.22212, 1.71044], [1.54716, 1.26793, 2.52642], [-0.34130, -1.51466, 0.78180], [-1.41713, -2.15583, 1.52682], [-2.60979, -2.39594, 0.54556], [-3.00513, -1.13641, -0.22440], [-3.69147, -0.27110, 0.67767], [-4.61248, 0.55909, -0.00246], [-0.64605, -5.84008, -3.00588], [0.66256, -4.73117, -3.45085], [0.93896, -6.52700, -3.36438], [-0.10926, -5.83443, -0.85408], [1.54140, -6.37297, -1.14832], [1.49115, -3.58451, -1.91388], [-0.21985, -4.14028, 0.31934], [1.23771, 3.59801, -2.30378], [2.83614, 2.81415, -2.37822], [1.59646, 2.45635, -3.58985], [-1.29544, 0.34594, 2.20809], [-1.38468, 1.40709, 0.83748], [-0.20693, 1.92273, 3.29863], [0.67985, 3.94352, 2.43809], [-0.74094, 3.49418, 1.49115], [0.83238, 3.26089, 0.75540], [1.50569, 0.51171, 3.12367], [-1.80690, -1.55262, 2.34943], [-1.11304, -3.12344, 1.93698], [-2.31814, -3.14806, -0.20378], [-3.50257, -2.75397, 1.07013], [-2.15422, -0.58058, -0.65403], [-3.67627, -1.36669, -1.06810], [-4.12714, 1.24533, -0.71628], [-5.39070, -0.00335, -0.54096], [-5.10594, 1.17154, 0.75944], [2.90051, 4.69647, 1.65760], [2.65251, 6.15194, 0.92991], [4.26912, 6.17501, 0.68788], [1.96987, 6.35198, 2.41269], [1.19415, 6.58543, 0.31326], [2.58160, 5.31756, -0.48851], [2.99100, 7.74729, 1.01438]]}

***

3.
{"formula": "C15H26F2NO12PS", "method": "ωB97M-V with the def2-TZVPD basis set", "spin_multiplicity": 1, "homo_ev": -10.047, "gap_ev": 9.89, "smiles": "CCCCCCC[C@@H]1OS(=O)(=O)O[C@H]1P(=N)(O)O.O=C1OC[C@@H](F)O1.O=C1OC[C@@H](F)O1", "e_lumo_ev": -0.2, "species": ["C", "C", "C", "C", "C", "C", "C", "C", "O", "S", "O", "O", "O", "C", "P", "N", "O", "O", "H", "H", "H", "H", "H", "H", "H", "H", "H", "H", "H", "H", "H", "H", "H", "H", "H", "H", "H", "H", "O", "C", "O", "C", "C", "F", "O", "H", "H", "H", "O", "C", "O", "C", "C", "F", "O", "H", "H", "H"], "xyz": [[-2.20894, -1.29296, 1.54398], [-1.79628, -0.14403, 2.51537], [-1.61636, 1.25006, 1.85711], [-2.90553, 1.86275, 1.23203], [-3.26801, 1.36480, -0.19740], [-2.37070, 1.94511, -1.33262], [-0.97674, 1.25703, -1.47306], [0.24374, 2.20377, -1.21738], [0.02937, 3.61128, -1.46318], [1.35769, 4.33272, -2.15820], [1.05161, 5.03421, -3.41399], [1.87911, 5.22696, -1.11406], [2.21254, 2.91697, -2.33215], [1.25407, 1.82579, -2.37069], [2.25902, 0.32475, -1.86709], [2.06702, -0.89173, -2.86438], [1.80949, -0.09912, -0.32082], [3.85840, 0.78033, -1.79794], [-1.60078, -1.32656, 0.62245], [-3.28549, -1.17822, 1.30841], [-2.09774, -2.25998, 2.07059], [-2.47659, -0.13568, 3.39493], [-0.80183, -0.43040, 2.92947], [-0.75077, 1.23705, 1.16517], [-1.31188, 1.93862, 2.67543], [-3.75473, 1.77169, 1.93198], [-2.71464, 2.95486, 1.13479], [-4.29922, 1.72299, -0.40653], [-3.30082, 0.26810, -0.31239], [-2.32694, 3.04110, -1.20903], [-2.90601, 1.77167, -2.28832], [-0.86423, 0.80226, -2.47577], [-0.89634, 0.41139, -0.76330], [0.65569, 2.20853, -0.19385], [0.80727, 1.82955, -3.37973], [1.40709, -0.56593, -3.57104], [2.40167, 0.37345, 0.27843], [4.27620, 0.16213, -1.18632], [-3.08151, 0.88360, 5.05762], [-2.51747, 0.20012, 5.84462], [-3.13816, -0.61472, 6.73387], [-2.12107, -1.36397, 7.40076], [-0.91567, -0.48569, 7.22375], [0.22354, -1.21653, 7.13145], [-1.16559, 0.13678, 5.97523], [-2.00265, -2.33340, 6.91208], [-2.37442, -1.52485, 8.44707], [-0.79669, 0.27875, 7.99515], [2.85111, -6.22427, -6.45785], [3.28104, -5.24060, -5.95932], [2.85076, -3.98614, -6.24649], [3.51450, -3.09630, -5.34470], [4.73693, -3.88246, -4.96805], [5.13326, -3.61135, -3.69805], [4.27667, -5.22116, -5.02990], [2.86644, -2.89420, -4.48874], [3.75622, -2.15318, -5.83174], [5.58335, -3.75571, -5.64766]]}

***

4.
{"formula": "C15H26F6NO3P2V", "method": "ωB97M-V with the def2-TZVPD basis set", "spin_multiplicity": 3, "homo_ev": [-15.664, -16.452], "gap_ev": [6.27, 7.18], "e_lumo_ev": [-9.4, -9.3], "s_squared": 2.109, "charge": 2, "species": ["V", "P", "C", "C", "N", "C", "C", "C", "C", "C", "P", "H", "H", "H", "H", "H", "H", "H", "H", "O", "H", "H", "O", "H", "C", "H", "H", "H", "C", "H", "H", "H", "C", "H", "H", "H", "C", "H", "H", "H", "C", "C", "O", "C", "F", "F", "F", "C", "F", "F", "F", "H", "H", "H"], "xyz": [[-0.01801, 0.02649, -0.02453], [-2.35900, 0.40978, -0.56456], [-2.18034, 0.79336, -2.26703], [-0.89980, 1.22752, -2.69476], [0.21247, 0.94405, -1.90759], [1.42594, 1.36652, -2.30548], [1.60914, 2.12201, -3.45593], [0.52221, 2.43090, -4.25963], [-0.73190, 1.98401, -3.88456], [2.63774, 1.04260, -1.46914], [2.33510, -0.43737, -0.43824], [-1.63842, 2.21561, -4.44641], [2.61855, 2.44550, -3.68877], [0.64418, 3.03831, -5.15274], [3.53282, 0.92112, -2.09214], [2.87963, 1.84058, -0.75401], [-2.14176, -1.23655, -3.81474], [-3.02098, 0.97111, -2.93762], [-0.76060, -3.30080, -2.68777], [-1.95164, -2.19593, -3.90283], [-2.44364, -2.43115, -4.71430], [-0.11535, -1.50875, -0.43430], [-0.52407, -3.67511, -1.81433], [0.40973, -3.36656, -1.67208], [2.85844, -1.79340, -1.53010], [3.89894, -1.77755, -1.89476], [2.72148, -2.69469, -0.91303], [2.17346, -1.82104, -2.38741], [3.74345, -0.36802, 0.71587], [3.65117, -1.29312, 1.29429], [4.76928, -0.33238, 0.31221], [3.58951, 0.50461, 1.36149], [-3.18103, 1.81127, 0.25611], [-4.12736, 2.05859, -0.24828], [-3.37562, 1.64702, 1.32594], [-2.48347, 2.64893, 0.14909], [-3.49442, -0.98494, -0.35051], [-3.65498, -1.12901, 0.72947], [-4.47327, -0.82449, -0.83198], [-2.99770, -1.86811, -0.77438], [-1.21085, 0.24074, 3.11016], [-0.22508, 1.36328, 2.78452], [-0.03154, 1.64498, 1.47652], [-0.73380, 2.73110, 3.46500], [-0.92502, 2.62095, 4.81795], [0.11688, 3.77903, 3.24951], [-1.94157, 3.07523, 2.91757], [1.18194, 0.93174, 3.41032], [1.19986, 0.99311, 4.77442], [1.45346, -0.37579, 3.06799], [2.22056, 1.66857, 2.92725], [-2.21482, 0.54602, 2.80441], [-1.20202, 0.04081, 4.19304], [-0.90348, -0.65942, 2.55201]]}